(1)
110
Properties=species:S:1:pos:R:3 method="wB97M-V/def2-TZVPD" charge=+1 homo_lumo_gap_ha=0.051 max_force_ev_per_a=5.0
H 3.7566 2.5894 11.5443
Mg 1.5510 10.9048 7.0570
C -1.9021 -1.2728 8.9938
C -0.3612 9.0392 16.6164
H -1.0088 0.5520 8.2897
C -3.4466 12.2371 11.1158
C 1.5221 3.2302 3.4482
C -6.5541 7.2403 9.0557
C 5.0569 8.1367 4.9356
N -0.7864 9.3164 4.4968
H 11.0881 7.1249 12.3619
C -2.4399 7.9823 2.5143
N 4.2451 12.2111 9.3409
C -7.8608 7.2427 9.4912
H 5.5340 -0.4330 13.8112
H -1.0960 8.9515 1.2135
H -7.9687 4.7643 11.5754
C 5.2561 0.1294 12.9321
N -8.3664 6.3748 10.3884
H 1.9880 7.1224 15.0092
C 5.7439 0.0787 11.6538
H 4.2848 7.3893 5.0433
H 9.7841 8.0101 10.1524
H 8.2666 8.3194 3.8417
H 1.9954 2.6906 6.5488
N 4.3398 1.8055 11.8002
N 4.7048 9.4256 5.2263
C -5.7438 6.2043 9.5503
C -6.1910 5.3647 10.5650
H -5.5931 4.6342 11.0898
C -7.5392 5.4236 10.8355
H 6.3796 6.6378 4.2433
O 1.4733 7.6328 8.8294
C 1.1359 7.5901 15.4799
H -2.9934 -2.4544 10.5618
H 5.3916 1.4214 9.9867
H -3.0436 7.5058 1.7561
C 5.7103 10.3060 4.8418
H -3.7028 7.6149 4.2164
C 2.1586 2.7251 5.4818
C 6.2790 7.6916 4.4571
C -1.9858 8.6657 4.7394
C 6.1408 11.9481 10.8768
C 0.9462 8.8128 16.1691
H 9.8421 4.9063 13.1490
H -0.8900 9.8478 17.0990
H -4.7088 6.1037 9.2587
H 5.6970 15.3140 10.1184
N 1.1265 3.3437 4.7692
C 5.1003 11.4704 10.1188
H 0.3275 9.8776 2.9329
H -2.4609 12.8076 8.0028
C -2.5943 -1.5180 10.2011
H 7.7398 10.7403 4.2204
N 8.4464 5.3988 11.5119
O 2.2764 5.9822 9.8330
C -1.2085 11.3931 10.7191
H -4.3520 13.2551 9.5139
H -3.1585 -0.1601 11.8582
C 5.1893 1.1049 10.9993
C 8.4514 6.2893 10.4744
H 7.6369 6.3249 9.7661
H 3.7913 14.2237 9.1234
C 4.5470 13.5738 9.5393
H -6.1848 8.1080 8.5294
H -8.5424 8.0512 9.2718
N -1.1588 11.8051 9.3704
C 7.2752 8.5802 4.1817
H 0.2505 3.7017 5.1222
H 7.2806 13.6750 11.4538
C 9.5331 7.1321 10.7291
H 7.7089 4.7485 11.7429
H -1.7260 -1.8704 8.1116
H -1.7023 1.7083 10.5152
C -3.5006 12.6580 9.8052
C -2.3577 11.4915 11.5645
C 2.7796 2.6001 3.3352
H -0.6737 6.3233 14.8166
C -1.9741 0.7057 10.2195
C -2.7449 -0.2606 10.8656
C -0.5613 9.3200 3.1888
C 10.1953 6.7152 11.9130
N 1.3313 6.6462 9.5341
H 4.8935 10.4106 10.0956
H 0.9243 3.7302 2.7005
H -0.2949 11.0019 11.1419
C -2.7482 7.9858 3.8735
C 4.3322 1.1641 13.0270
C 9.5809 5.5044 12.2885
N -1.5410 0.0842 9.0095
O 0.3034 6.4857 10.0809
H 4.1134 1.6939 4.7527
H -2.0542 7.8223 16.1181
H -2.4287 8.6438 5.7242
N -1.0468 7.8851 16.1553
C 3.1536 2.1652 4.6006
C -0.1808 7.0608 15.4327
H 3.6826 1.5313 13.8078
H 6.8809 11.3398 11.3754
H 5.5510 11.3715 4.9180
H -2.3635 11.1660 12.5943
H 1.7384 9.5434 16.2393
C 7.0441 9.9525 4.4694
C 6.4257 13.3367 10.8872
C -1.3643 8.7929 2.2475
H -4.2232 12.5353 11.8047
C -2.3112 12.4574 9.0135
C 5.6116 14.2418 10.2159
H 6.4750 -0.6706 11.3882
H 3.4560 2.6471 2.4945

(2)
106
Properties=species:S:1:pos:R:3 method="wB97M-V/def2-TZVPD" relative_energy_kcal_mol=0.0 homo_lumo_gap_ha=0.238 max_force_ev_per_a=0.5
C -2.0157 3.3327 0.4187
H -1.3945 -3.4800 -2.0843
H -2.4396 -4.5832 -0.2697
C -4.0641 -0.2011 -3.0349
C 3.1467 3.5646 1.9095
C -1.3548 -2.7435 -0.0793
H -2.8269 2.6836 6.1237
C -0.8354 -2.0256 2.0374
H 0.0240 4.1118 -2.8649
C 2.3690 4.7816 -0.0075
C -4.1536 8.4571 -0.1703
H -1.4410 6.4931 4.7484
C -4.4211 7.1825 0.3020
C 2.1001 -2.0260 2.2267
H 4.9307 0.3083 -4.0162
C -0.9823 4.4687 -3.0588
H -0.3384 6.0023 -4.4130
H 4.2354 -0.8848 -2.9109
H -4.7774 -1.0444 0.1649
H 4.4149 4.7431 0.6365
C -2.0126 -3.8639 0.4164
H 3.7145 -2.8787 1.0931
H -2.8002 1.4233 -3.6322
N 1.2646 -0.8213 2.2866
H 1.4430 -2.8858 2.0828
C 1.8738 -3.0336 -0.8049
C 1.8568 3.1146 2.1399
H 1.8602 -2.1920 -2.7559
C -2.1765 4.6513 5.5700
O 2.5457 0.8047 -1.7180
H -4.2869 -0.4958 -4.0534
C -2.0608 3.8535 -2.4228
H 0.8939 -3.6677 -2.6108
C -3.5134 0.5818 -0.4345
H 0.2652 4.6227 -0.4263
N 2.3993 -1.8246 -0.2048
H -5.4058 6.9523 0.6922
C -2.3522 3.2922 5.3642
C 3.4062 4.4003 0.8283
C -2.1863 6.6085 -0.2587
H -0.1895 -1.4170 -2.8767
C -1.4842 -3.1068 2.6143
H -1.0700 8.2227 -1.1242
H -1.3754 5.8949 -0.3214
C -4.3418 -0.5090 -0.6704
H -2.0988 -1.8762 -1.8601
C -2.4721 5.9795 -4.1832
C -2.0976 -4.0353 1.7866
H 3.7549 -1.1178 1.1964
P -0.8495 2.7096 1.6108
H 5.0328 0.3906 -0.8950
C 4.8565 1.3292 -1.4297
H 1.1912 -3.5147 -0.0991
H 2.6628 -3.7676 -1.0336
C 3.6916 1.1573 -2.4131
H 4.6019 2.0964 -0.6955
C 3.0890 -1.9745 1.0635
C -0.0586 -1.0390 2.8776
C -2.9520 1.2970 -1.4910
H -2.6047 -4.8954 2.2039
C 3.4560 2.4780 -3.1547
H -5.2855 -1.7383 -2.1584
C -3.5551 5.3542 -3.5799
C 1.1524 -2.7232 -2.1139
N -2.9793 8.8347 -0.6741
C -3.4126 6.2234 0.2588
H 1.7434 -0.0973 2.8113
C -4.6253 -0.9006 -1.9710
C -1.1471 4.8501 3.4075
H -3.3002 0.9004 0.5810
H -0.6923 5.4621 2.6367
C -1.9185 2.7117 4.1791
H -4.2005 3.8176 -2.2331
H -4.9282 9.2172 -0.1454
C -1.2604 -2.5178 -1.5722
H 3.1971 3.2556 -2.4330
C -1.1848 5.5290 -3.9311
H -4.5610 5.7013 -3.7800
C -1.3154 3.4828 3.1910
C -3.2278 0.8792 -2.7964
H -0.5800 -0.0765 2.8795
H 2.6394 -2.2008 3.1657
H 3.2053 -0.0867 -4.1142
H -2.6334 6.8147 -4.8529
Te -3.7922 4.2494 0.9119
H 2.5652 5.4278 -0.8545
Ba 0.6862 0.4238 -0.3501
N -0.7934 -1.8371 0.7162
H -1.4830 -3.2227 3.6897
H -0.0112 -1.4092 3.9095
H 4.3365 2.8011 -3.7174
C -2.0233 7.9097 -0.7092
H 5.7856 1.6156 -1.9304
H -2.0615 1.6491 4.0137
C -3.3528 4.2945 -2.7090
H 2.6205 2.3658 -3.8491
C 1.0746 4.3328 0.2318
C 4.0428 0.0606 -3.4282
N -0.0243 -1.8524 -1.9764
H 1.6531 2.4699 2.9919
P -1.7011 2.6066 -1.1441
H -2.5128 5.1073 6.4926
C -1.5718 5.4300 4.5908
H 3.9529 3.2653 2.5683
H 2.9372 -1.2702 -0.8678
C 0.7989 3.5056 1.3130

(3)
118
Properties=species:S:1:pos:R:3 method="wB97M-V/def2-TZVPD" charge=+1 homo_lumo_gap_ha="0.226 / 0.249" max_force_ev_per_a=2.4 multiplicity=6
C -0.2996 5.7738 0.7180
C -2.5474 -0.9712 -0.5198
C -2.5437 -1.2697 0.8660
H 0.2995 -0.9914 -6.8785
C 0.5581 -1.6826 -6.0804
C -0.8753 -1.7616 -2.5938
C 4.5463 0.4610 2.2310
C -0.0440 -1.2574 -4.7879
C -3.4670 -1.6654 -1.3349
C -0.8463 0.5358 -3.3444
S -3.9066 2.2466 -0.8791
H 4.1145 0.8011 -1.3051
H 5.7224 -3.4987 1.5694
H -1.0706 -2.4774 -1.8097
C 0.3760 4.5179 2.6263
H 4.6757 1.8817 0.5613
H -0.0764 -3.2211 -3.9074
C 0.1092 2.8455 -3.7833
C 6.0630 0.3097 2.4450
C -2.3592 2.3379 -4.0670
C -5.8404 0.2501 -0.4280
H -0.9833 4.5521 -0.9270
C -4.2923 -2.6383 -0.8261
H -5.9030 0.1322 -1.4966
C 0.2006 5.7489 2.0199
N -0.6726 7.9945 -0.5029
C -6.6206 -0.5252 0.4155
H -5.7469 -3.6697 1.8495
H 5.5882 -2.8366 3.1997
H -0.1472 0.7836 -5.3460
Si 3.9937 -1.0874 1.1614
C 5.6750 -2.2348 -0.8492
H 3.4957 -4.0525 0.3159
H 6.0197 -2.2458 -1.8805
H 6.4156 1.1172 3.0823
H -7.2945 -1.2571 -0.0018
H 0.2374 -2.6857 -6.3527
H 3.4093 -2.0613 4.1441
H 4.7801 2.5887 2.1640
C -5.1255 3.4245 -1.5492
O -1.3438 2.5471 -1.9858
H 5.1935 -0.0767 -2.3771
C 4.2914 1.8189 1.5698
C -4.8645 1.3241 1.4997
C -4.9742 1.1743 0.1275
H 3.6698 -1.8570 -2.6204
F 0.8310 -0.7257 2.1956
H -3.3231 -2.5684 2.3821
C 5.0776 -3.4177 2.4370
O -3.1701 3.0425 0.1327
H 2.9047 -3.7157 3.8781
H 2.7723 0.3818 3.4950
H 2.7395 -4.7094 1.7581
H 0.1446 2.3898 2.3818
C -0.3276 0.0849 -4.5458
H 2.9731 -2.7444 -1.2740
H 4.0352 1.4641 4.0623
H -5.5730 0.6657 3.4029
H 1.6458 -1.6923 -5.9925
C -0.1939 -1.3754 1.6326
H 6.6032 0.3693 1.5045
H -4.4562 -4.8244 1.5546
H 1.9122 -2.4050 3.2928
Br 1.4693 1.1225 -0.3992
H -5.6832 -4.5423 0.3104
H -5.7491 2.9000 -2.2596
H -7.1497 -0.9725 2.4427
H 0.4378 6.6684 2.5329
N -1.6938 -0.0750 -1.1137
C 3.3303 -1.7727 -1.5914
O -1.3064 0.7331 1.5609
H 5.8067 0.4875 -0.8364
C -1.1428 2.0288 -3.2282
H 3.2310 2.0341 1.5350
H 0.7644 4.4414 3.6298
H 4.9246 -4.4191 2.8337
H -4.9734 -3.1600 -1.4813
F 1.2691 2.2486 -3.4914
C -5.0843 -4.0687 1.0841
C -0.3087 -2.1744 -3.7707
C -0.5030 6.9983 0.0337
F -2.3707 1.9885 -5.3538
Ir -1.0967 1.6080 -0.2506
C -5.6552 0.5529 2.3335
F -1.9228 -1.8352 3.8738
C 2.9348 -2.7230 3.4318
C -1.1793 -0.4035 -2.3393
F 0.1362 4.0552 -3.2260
C -3.3655 -2.2718 1.3476
F -0.2258 -2.5961 2.1836
F 0.1522 -1.5891 0.3585
H -4.1702 2.0450 1.9011
H -3.5306 -1.3866 -2.3738
F -2.8911 3.5519 -3.9149
C 2.9307 -3.7901 1.2058
H 6.5116 -1.9322 -0.2241
F -4.0388 1.1244 -2.5113
H -4.5667 4.2132 -2.0390
C -0.6120 4.5689 0.0880
C 4.4913 -1.2561 -0.7324
C 3.8465 0.4994 3.5971
H 2.5061 -1.0705 -1.5650
C -6.5327 -0.3722 1.7906
C 4.9296 0.0844 -1.3339
H 1.9699 -3.3778 0.9095
F -0.9758 0.0716 3.9790
H 4.2315 -0.2621 4.2673
C 0.0321 3.3691 1.9323
F -3.0717 -0.0681 3.5260
H 6.3145 -0.6307 2.9281
C 3.7015 -2.8097 2.1042
C -1.8875 -0.6281 3.2949
C -1.5281 -0.5888 1.7807
C -4.2401 -2.9773 0.5219
N -0.4542 3.4024 0.6933
H 5.3914 -3.2513 -0.5924
F 0.1000 3.0342 -5.1056
H -5.6882 3.8108 -0.7078

(4)
108
Properties=species:S:1:pos:R:3 method="wB97M-V/def2-TZVPD" relative_energy_kcal_mol=14.5 homo_lumo_gap_ha="0.221 / 0.238" max_force_ev_per_a=0.9 multiplicity=5
H 3.7500 0.3382 2.0274
H -2.7423 -4.6132 -1.5482
O -3.5830 -0.1212 -0.2474
C 2.1399 3.3729 5.7301
C -0.6727 5.8803 3.0096
H 2.5072 1.4043 -0.5444
C 2.2201 -5.5583 -1.3255
C -0.9369 2.0137 -2.9544
H -2.5618 4.1846 1.8646
C 1.3303 -4.8045 -0.5795
C 1.3233 -2.8522 -4.3083
C -2.9852 -2.8923 4.6605
H -1.5898 -1.3073 5.0201
C 3.3699 1.2614 0.1077
C -1.3204 0.7622 -3.4265
C 0.9636 3.2374 5.0062
H -1.0833 -0.9209 2.6188
N -2.3179 -2.5074 0.6069
H 4.6992 -3.2787 -1.6244
H 3.0871 -1.9343 -0.3586
H 4.0446 0.5640 -0.3941
C 3.4249 -4.9980 -1.7124
H 1.3409 -3.7287 -4.9459
Se -0.2298 0.8250 0.3802
H 2.7079 0.2280 -4.1368
H -3.5229 1.6559 -1.3350
N 0.0702 2.2532 2.8492
C -3.3502 -3.4544 2.3978
C -3.6401 -3.6849 3.7355
N -1.8399 -0.3409 -2.7624
H 4.6396 2.8146 -0.6146
H -3.7368 -2.5539 -3.8879
H -3.3600 -1.7515 -1.6115
H 4.3279 1.6735 3.7514
H -1.5004 3.1699 3.8196
H -0.0494 6.7677 2.8981
C 2.2215 1.9614 3.3726
C 2.1065 -0.6266 -3.8497
C -0.7421 1.3904 -5.7215
H 0.3916 -5.2518 -0.2663
N -2.8448 -2.5678 -1.9421
C -0.3331 2.6154 -5.2290
C 3.3352 2.8216 5.2790
N -3.7950 -4.0407 1.2293
H 0.0741 3.3505 -5.9106
N 1.9485 1.3357 2.1709
H 2.1239 3.9231 6.6610
C 1.0255 2.5402 3.8094
H 4.8073 2.5367 1.1129
H -4.4812 -4.7694 1.1510
H 2.4194 -0.3708 1.1119
C -1.2432 0.4819 -4.8016
C -4.2124 1.0512 -0.7399
C -2.0776 -1.9053 4.2612
H -0.7780 5.6127 0.8849
H 2.7523 3.7740 1.5806
H 0.0393 3.6605 5.3732
H -2.7390 0.1390 0.1504
H 4.2359 2.9570 5.8622
C -2.0923 -1.2204 -3.6934
C 3.7423 -3.7004 -1.3452
H 0.0186 -3.7035 -2.8676
H -1.4624 3.3285 0.7814
C -1.7863 -1.6828 2.9285
H -4.3405 -4.4495 4.0457
H -1.9664 1.9211 2.6575
C -3.1413 -3.4382 0.1976
C -0.5678 5.0014 1.7653
H -5.0399 0.7366 -1.3755
C 0.5726 -2.8057 -3.1380
C 0.6438 1.5284 1.8444
C 0.5788 -2.6857 0.5005
C 2.9001 0.5685 1.3850
C -2.4277 -2.4800 1.9870
C 0.5356 -1.6918 -2.2823
C -0.4472 2.9263 -3.8694
H -4.3949 -3.9699 -1.4563
C -1.2916 2.7623 2.8315
C -1.5371 3.8208 1.7506
C 3.3961 2.0994 4.0959
H -2.1623 -3.3656 -3.7488
C 2.0676 -1.7441 -4.6560
Cl 4.5533 -5.9388 -2.6469
H 2.2732 3.7258 -0.1231
H 3.6355 4.7278 0.3937
H -4.6126 1.6614 0.0764
C 3.1266 3.7772 0.5568
H -0.6550 1.1467 -6.7725
H -1.7023 6.2071 3.1686
C 2.8330 -2.9550 -0.6161
H 1.4011 0.2626 -2.0585
H 0.4573 4.6354 1.6619
H 1.0597 -1.9178 1.1123
C -3.3371 -3.7409 -1.2563
C 4.0786 2.6056 0.2986
H 0.0448 -3.3574 1.1829
F 2.7807 -1.7539 -5.8155
H -3.1734 -3.0459 5.7148
H -0.1250 3.9021 -3.5288
C 1.3521 -0.6250 -2.6813
H -1.7993 -1.3290 -5.7845
H 1.9857 -6.5789 -1.5997
H -1.0232 2.2585 -1.9054
N -1.7583 -0.7910 -4.9377
C 1.5914 -3.4738 -0.2243
Cr -0.8482 -1.7088 -0.7869
C -2.7588 -2.5254 -3.3836
H -0.3358 5.3525 3.9008